{"formula": "C25H19F5IrN7O3S3", "method": "ωB97M-V/def2-TZVPD", "charge": 0, "homo_energy_ev": [-7.17, -7.17], "spin_multiplicity": 5, "homo_lumo_gap_ev": [6.40, 3.44], "largest_force_ha_per_bohr": 0.0029, "relative_energy_kcal_mol": 0.0, "symbols": ["Ir", "C", "C", "N", "C", "S", "N", "N", "C", "C", "C", "C", "C", "C", "C", "N", "H", "H", "H", "H", "H", "H", "H", "H", "H", "H", "H", "H", "H", "O", "S", "O", "O", "C", "N", "C", "C", "C", "N", "C", "C", "C", "N", "C", "C", "H", "H", "H", "H", "H", "H", "F", "C", "C", "F", "C", "F", "C", "S", "C", "F", "C", "F"], "positions_angstrom": [[-0.1796, -0.2966, -0.4384], [-5.2796, 1.6069, 1.2528], [-4.7369, 2.2306, -0.0261], [-3.3543, 2.6716, 0.1085], [-2.2874, 1.8787, 0.0055], [-2.4542, 0.2222, -0.4614], [-1.1078, 2.4530, 0.3061], [-0.0910, 1.6301, 0.2036], [1.1945, 2.1272, 0.5128], [1.3818, 3.4592, 1.1425], [2.2235, 1.2465, 0.2106], [3.5938, 1.5410, 0.4434], [4.5550, 0.6292, 0.1171], [4.1734, -0.5949, -0.4562], [2.8347, -0.8507, -0.6613], [1.8706, 0.0178, -0.3384], [-6.3157, 1.3029, 1.1053], [-5.2464, 2.3172, 2.0790], [-4.7043, 0.7237, 1.5306], [-5.3216, 3.1036, -0.3118], [-4.7836, 1.5237, -0.8550], [-3.1694, 3.5961, 0.4696], [0.4276, 3.9626, 1.2553], [2.0392, 4.0863, 0.5369], [1.8371, 3.3537, 2.1303], [3.8557, 2.4925, 0.8832], [5.5987, 0.8472, 0.2968], [4.9026, -1.3415, -0.7335], [2.5057, -1.7862, -1.0929], [-1.7327, 1.6725, 7.7777], [-0.8708, 1.1281, 8.8087], [-1.5520, 0.4586, 9.8948], [0.2405, 1.9795, 9.1884], [-0.0010, -0.2337, 7.9599], [0.7470, -1.0685, 8.6921], [1.3857, -2.0220, 8.0388], [1.3197, -2.1733, 6.6564], [0.5248, -1.2559, 5.9970], [-0.1397, -0.3069, 6.6445], [0.3358, -1.2068, 4.5255], [1.1998, -1.8036, 3.6129], [0.9989, -1.5969, 2.2629], [-0.0130, -0.8678, 1.7858], [-0.8661, -0.3209, 2.6603], [-0.7263, -0.4584, 4.0224], [1.9792, -2.7049, 8.6386], [1.8493, -2.9719, 6.1548], [2.0552, -2.3802, 3.9387], [1.6897, -2.0008, 1.5330], [-1.6790, 0.2578, 2.2416], [-1.3972, 0.0327, 4.7153], [-0.3175, -6.0433, 3.3173], [-0.3223, -5.2213, 2.2779], [0.7637, -5.1868, 1.4187], [1.8182, -5.9646, 1.6482], [0.7474, -4.3267, 0.3370], [1.8276, -4.2782, -0.4514], [-0.3253, -3.4818, 0.0888], [-0.2655, -2.3617, -1.2793], [-1.4061, -3.5451, 0.9578], [-2.4705, -2.7684, 0.7595], [-1.4138, -4.3997, 2.0455], [-2.4596, -4.4375, 2.8635]], "forces_ev_per_angstrom": [[0.002, 0.016, 0.148], [0.003, 0.000, 0.003], [-0.006, -0.007, 0.001], [-0.029, -0.004, 0.034], [0.020, -0.007, 0.025], [0.026, 0.013, -0.087], [-0.036, -0.011, -0.025], [0.009, -0.051, 0.025], [0.038, 0.013, 0.001], [-0.007, -0.003, -0.011], [-0.010, -0.022, 0.003], [-0.010, 0.006, 0.002], [0.004, -0.008, -0.001], [0.006, 0.002, 0.000], [0.002, -0.001, -0.037], [0.024, 0.046, -0.005], [0.006, 0.001, 0.000], [-0.001, -0.003, -0.004], [-0.003, 0.004, 0.002], [-0.004, 0.007, 0.000], [-0.001, 0.007, -0.006], [0.006, 0.002, -0.020], [0.003, 0.002, 0.003], [0.007, -0.002, 0.007], [-0.003, 0.004, 0.002], [-0.008, -0.003, 0.000], [-0.002, 0.001, -0.001], [-0.004, 0.003, -0.003], [0.000, 0.005, 0.005], [-0.016, -0.007, 0.013], [0.008, -0.023, -0.016], [0.000, 0.016, -0.009], [0.013, 0.009, 0.008], [-0.054, -0.021, 0.054], [0.015, 0.020, -0.013], [-0.024, -0.001, 0.025], [0.026, -0.041, -0.027], [-0.012, -0.033, 0.034], [0.040, 0.063, 0.003], [-0.013, 0.003, -0.039], [0.037, 0.005, -0.008], [0.042, 0.065, 0.000], [0.021, 0.035, -0.005], [-0.020, 0.003, -0.001], [-0.007, -0.006, 0.004], [0.009, 0.001, -0.003], [-0.007, 0.013, -0.004], [-0.008, -0.001, 0.006], [-0.017, -0.021, 0.007], [-0.004, -0.019, -0.013], [-0.001, -0.001, -0.014], [-0.001, 0.037, -0.028], [-0.006, -0.028, 0.020], [0.008, -0.009, 0.016], [-0.009, 0.010, -0.011], [-0.040, 0.011, 0.036], [0.030, -0.004, -0.021], [0.039, -0.071, -0.006], [-0.081, -0.034, -0.044], [-0.050, -0.005, -0.012], [0.034, 0.011, 0.003], [-0.044, 0.013, 0.026], [0.056, 0.003, -0.039]], "lowdin_charge": [0.90, -0.08, -0.25, 0.01, -0.73, 0.67, 0.04, -0.21, -0.20, -0.01, -0.23, 0.01, -0.05, -0.03, -0.14, -0.09, 0.08, 0.08, 0.06, 0.12, 0.09, 0.15, 0.07, 0.10, 0.10, 0.12, 0.12, 0.11, 0.08, -0.38, 0.39, -0.35, -0.36, -0.33, 0.14, -0.11, 0.00, -0.24, 0.15, -0.11, 0.02, -0.13, -0.05, -0.11, 0.04, 0.11, 0.10, 0.12, 0.10, 0.08, 0.13, 0.15, -0.13, -0.14, 0.14, -0.25, 0.09, -0.48, 0.68, -0.25, 0.08, -0.13, 0.15]}

---

{"formula": "C40H37BrCdCl5N4O2PS4", "method": "ωB97M-V/def2-TZVPD", "charge": -1, "homo_energy_ev": [-2.90, -5.24], "spin_multiplicity": 2, "homo_lumo_gap_ev": [4.13, 6.49], "largest_force_ha_per_bohr": 0.0095, "relative_energy_kcal_mol": 1.1, "symbols": ["Cd", "C", "C", "O", "P", "S", "S", "O", "C", "C", "H", "H", "H", "H", "H", "H", "H", "H", "H", "H", "Br", "C", "C", "C", "C", "C", "C", "N", "C", "C", "C", "C", "C", "C", "N", "H", "H", "H", "H", "H", "H", "H", "H", "H", "S", "C", "N", "C", "C", "N", "C", "C", "C", "C", "C", "C", "C", "C", "S", "C", "C", "C", "C", "C", "C", "C", "H", "H", "H", "H", "H", "H", "H", "H", "H", "H", "H", "H", "H", "H", "H", "H", "H", "H", "Cl", "C", "C", "C", "Cl", "C", "Cl", "C", "Cl", "C", "Cl"], "positions_angstrom": [[0.3012, -0.3027, 2.0362], [-2.9208, 5.2300, 0.0159], [-1.4538, 5.5160, 0.2582], [-0.9461, 4.6852, 1.3070], [-0.1500, 3.3113, 1.0434], [-0.4127, 2.2446, 2.7012], [-0.5800, 2.5496, -0.7252], [1.3505, 3.9004, 0.9893], [2.4723, 3.0020, 1.0664], [3.1553, 3.1179, 2.4100], [-3.3156, 5.9171, -0.7373], [-3.4895, 5.3504, 0.9396], [-3.0423, 4.2066, -0.3392], [-1.3086, 6.5418, 0.5977], [-0.8769, 5.3659, -0.6551], [3.1479, 3.2906, 0.2599], [2.1516, 1.9744, 0.8751], [3.4684, 4.1495, 2.5845], [4.0341, 2.4704, 2.4404], [2.4695, 2.8232, 3.2035], [3.5768, -5.5303, 6.1546], [2.2829, -4.5803, 5.1290], [2.6164, -4.1174, 3.8650], [1.6740, -3.4242, 3.1267], [0.3872, -3.1804, 3.6300], [0.0784, -3.6740, 4.9058], [1.0215, -4.3643, 5.6547], [-0.4721, -2.3857, 2.8942], [-1.7903, -2.5211, 2.9754], [-2.6443, -1.5829, 2.3624], [-4.0578, -1.7021, 2.4356], [-4.8519, -0.7777, 1.8220], [-4.2516, 0.2786, 1.1036], [-2.8754, 0.3413, 1.0704], [-2.0748, -0.5417, 1.6777], [3.6082, -4.2892, 3.4670], [1.9195, -3.0491, 2.1389], [-0.8943, -3.4623, 5.3321], [0.7817, -4.7112, 6.6514], [-2.2468, -3.3741, 3.4757], [-4.4861, -2.5295, 2.9900], [-5.9311, -0.8500, 1.8942], [-4.8431, 1.0345, 0.6026], [-2.3745, 1.1383, 0.5329], [1.6810, -0.8419, -0.3747], [0.6457, -0.7074, -1.6853], [0.8759, 0.1615, -2.6627], [-0.1181, 0.4049, -3.7025], [-0.6696, -0.9013, -4.1725], [-1.2040, -1.6304, -3.0349], [-2.4429, -2.3568, -3.2864], [-3.5737, -1.3949, -3.5724], [-4.3194, -1.4759, -4.7402], [-5.3316, -0.5561, -4.9969], [-5.5969, 0.4541, -4.0852], [-4.8572, 0.5357, -2.9091], [-3.8535, -0.3843, -2.6529], [-0.5838, -1.6236, -1.8270], [-1.0521, -2.5414, -0.5587], [2.0352, 1.0597, -2.7087], [2.9694, 0.6485, -3.8213], [3.1415, 1.4442, -4.9472], [3.9936, 1.0466, -5.9722], [4.6758, -0.1567, -5.8774], [4.5065, -0.9599, -4.7539], [3.6585, -0.5609, -3.7334], [0.3680, 0.9274, -4.5248], [-0.9139, 1.0385, -3.3001], [0.1147, -1.4841, -4.6694], [-1.4748, -0.7294, -4.8857], [-2.6563, -2.9462, -2.3989], [-2.2936, -3.0413, -4.1262], [-4.1105, -2.2648, -5.4556], [-5.9072, -0.6278, -5.9116], [-6.3722, 1.1817, -4.2906], [-5.0632, 1.3170, -2.1880], [-3.2835, -0.3244, -1.7306], [2.5304, 1.0086, -1.7451], [1.6687, 2.0757, -2.8525], [2.6124, 2.3891, -5.0181], [4.1248, 1.6796, -6.8411], [5.3409, -0.4683, -6.6729], [5.0455, -1.8956, -4.6707], [3.5293, -1.1814, -2.8522], [4.0423, -0.5052, 1.8003], [3.3712, -0.3914, 3.4090], [1.9956, -0.3169, 3.5630], [1.5595, -0.2554, 4.8880], [-0.1488, -0.0989, 5.2224], [2.4149, -0.3012, 5.9867], [1.8009, -0.2631, 7.6020], [3.7877, -0.3759, 5.7762], [4.8751, -0.4144, 7.1164], [4.2727, -0.4094, 4.4748], [5.9818, -0.4753, 4.2067]], "forces_ev_per_angstrom": [[-0.407, -0.240, 0.117], [0.001, -0.022, 0.030], [0.032, -0.041, -0.005], [-0.036, -0.091, -0.047], [0.057, 0.287, 0.150], [0.040, 0.035, -0.339], [-0.007, -0.216, -0.167], [0.133, 0.002, 0.126], [-0.048, 0.032, -0.036], [-0.034, 0.078, 0.032], [-0.008, -0.018, 0.021], [0.011, 0.014, -0.026], [-0.011, 0.019, -0.005], [0.035, 0.029, 0.017], [0.025, -0.021, -0.008], [0.011, -0.004, -0.061], [-0.023, -0.032, 0.000], [0.007, -0.028, -0.002], [-0.011, 0.002, -0.007], [0.007, -0.030, 0.014], [-0.004, 0.027, -0.008], [-0.018, -0.027, 0.028], [-0.020, 0.041, -0.052], [0.049, -0.043, -0.008], [-0.122, 0.031, 0.047], [0.015, -0.032, 0.026], [-0.061, 0.020, -0.046], [0.151, -0.091, -0.188], [0.184, 0.027, 0.060], [0.088, 0.080, -0.158], [0.005, -0.001, -0.040], [0.007, 0.064, -0.044], [-0.073, -0.061, -0.003], [0.047, -0.078, 0.103], [-0.011, 0.080, 0.092], [-0.018, 0.010, -0.008], [0.016, 0.006, 0.024], [0.033, 0.011, 0.026], [-0.006, -0.006, -0.018], [0.032, 0.009, 0.069], [0.034, 0.015, 0.003], [0.012, -0.016, -0.028], [0.025, -0.024, 0.026], [0.024, 0.012, 0.055], [-0.064, -0.120, -0.014], [0.058, 0.003, 0.001], [-0.148, 0.113, -0.069], [0.015, 0.117, 0.005], [0.040, -0.161, 0.021], [0.047, 0.185, -0.045], [0.004, 0.021, 0.091], [0.049, 0.037, 0.020], [-0.047, -0.001, -0.007], [0.009, -0.018, 0.028], [0.050, -0.004, 0.007], [-0.012, -0.028, -0.019], [0.014, -0.006, 0.006], [-0.054, -0.060, -0.055], [0.013, 0.049, 0.069], [0.022, -0.042, 0.028], [-0.054, -0.023, -0.006], [0.031, 0.017, 0.002], [0.004, -0.022, 0.027], [-0.032, 0.015, 0.034], [0.000, 0.028, -0.016], [0.004, -0.015, 0.011], [0.032, -0.004, 0.011], [0.030, 0.055, 0.028], [-0.009, -0.045, -0.020], [-0.039, 0.002, 0.017], [0.006, -0.056, 0.023], [0.003, 0.013, -0.037], [0.013, 0.024, 0.001], [0.016, 0.002, 0.004], [-0.006, -0.025, 0.015], [0.014, -0.017, -0.008], [-0.022, 0.024, -0.016], [-0.006, 0.039, 0.073], [-0.076, 0.017, 0.013], [0.014, -0.023, 0.006], [-0.009, -0.011, 0.009], [-0.001, 0.001, 0.007], [-0.016, 0.007, -0.004], [0.000, 0.026, -0.026], [-0.039, 0.019, -0.036], [-0.019, -0.050, 0.110], [-0.036, 0.137, 0.229], [0.067, 0.047, -0.076], [0.031, -0.034, -0.106], [-0.077, -0.012, 0.021], [0.038, -0.007, -0.026], [0.021, 0.005, 0.015], [-0.019, -0.007, -0.026], [0.028, -0.014, -0.081], [-0.050, -0.011, -0.001]], "lowdin_charge": [1.19, -0.09, -0.33, -0.35, -0.16, 0.23, 0.29, -0.35, -0.32, -0.09, 0.07, 0.08, 0.04, 0.11, 0.08, 0.11, 0.04, 0.08, 0.06, 0.05, 0.67, -0.71, -0.13, -0.05, -0.33, -0.04, -0.14, -0.06, -0.19, -0.33, -0.05, -0.10, -0.10, -0.22, -0.03, 0.10, 0.09, 0.10, 0.09, 0.11, 0.10, 0.09, 0.08, 0.01, 0.57, -0.70, -0.11, -0.12, -0.12, -0.13, -0.13, -0.22, -0.06, -0.09, -0.09, -0.07, -0.02, -0.71, 0.77, -0.15, -0.20, -0.05, -0.09, -0.10, -0.08, -0.03, 0.13, 0.11, 0.14, 0.13, 0.07, 0.13, 0.11, 0.10, 0.10, 0.10, 0.10, 0.07, 0.11, 0.11, 0.10, 0.10, 0.10, 0.10, 0.60, -0.73, -0.29, -0.71, 0.63, -0.71, 0.65, -0.71, 0.65, -0.71, 0.64]}

---

{"formula": "C5H9NO", "method": "ωB97M-V/def2-TZVPD", "charge": 0, "homo_energy_ev": -9.25, "homo_lumo_gap_ev": 10.30, "largest_force_ha_per_bohr": 0.0751, "relative_energy_kcal_mol": 112.1, "smiles": "C[C@H]1N[C@H]1[C@H]1CO1", "symbols": ["C", "C", "N", "C", "C", "C", "O", "H", "H", "H", "H", "H", "H", "H", "H", "H"], "positions_angstrom": [[-1.8370, -0.1523, -0.6540], [-1.1551, 0.5461, 0.5003], [-0.5996, -0.2635, 1.5740], [0.3093, 0.5284, 0.7186], [1.0638, -0.5769, 0.0306], [1.8799, -0.2812, -1.1893], [2.4937, -0.4628, 0.0729], [-1.9876, 0.5587, -1.4740], [-2.8110, -0.5346, -0.3316], [-1.2421, -0.9889, -1.0271], [-1.6690, 1.4343, 0.8545], [-0.7548, -0.0209, 2.5391], [0.8235, 1.3942, 1.1214], [0.2814, -1.3118, 0.7350], [2.1018, -1.0311, -1.9517], [1.9493, 0.7454, -1.5892]], "forces_ev_per_angstrom": [[0.029, -0.003, 0.041], [-0.365, 0.146, 0.179], [-0.465, 0.215, 0.655], [-0.070, 0.116, 0.496], [-0.489, 0.197, 0.575], [-0.397, -0.261, -0.079], [-0.224, -0.321, 0.373], [-0.020, -0.135, 0.114], [0.101, 0.075, -0.105], [-0.107, 0.125, 0.063], [0.027, 0.130, -0.179], [-0.195, 0.638, 0.028], [-0.057, 0.006, -0.047], [2.643, -0.469, -2.778], [-0.125, -0.070, 0.330], [-0.285, -0.389, 0.334]], "lowdin_charge": [-0.05, -0.31, 0.00, -0.23, -0.26, -0.12, -0.06, 0.08, 0.08, 0.07, 0.13, 0.11, 0.15, 0.20, 0.10, 0.11]}

---

{"formula": "C5H11FN2O5SZr", "method": "ωB97M-V/def2-TZVPD", "charge": 4, "homo_energy_ev": -23.93, "homo_lumo_gap_ev": 2.87, "largest_force_ha_per_bohr": 0.0519, "symbols": ["C", "O", "C", "C", "C", "N", "C", "O", "N", "O", "S", "O", "O", "F", "H", "H", "H", "H", "H", "H", "H", "H", "H", "H", "H", "Zr"], "positions_angstrom": [[-0.5668, 2.5165, 0.7584], [-0.7296, 1.2863, 1.4230], [0.3669, 0.6050, 1.8903], [0.3572, -0.9027, 1.5766], [0.5857, -1.3376, 0.1195], [-0.1679, -0.5391, -0.8577], [0.5026, -0.3087, -2.2020], [1.0807, 0.9588, -2.3036], [2.2672, 1.2015, -1.4480], [3.2874, 0.9604, -1.7981], [-1.7213, -1.1199, -1.0761], [-2.1410, -1.9176, 0.1062], [-1.8853, -1.7496, -2.3008], [-2.5147, 0.1520, -0.9498], [-1.4212, 3.1494, 1.0153], [0.3563, 3.0170, 1.0222], [-0.6482, 2.3733, -0.3326], [0.3151, 0.6329, 2.9905], [1.3090, 1.0523, 1.5822], [1.1809, -1.3083, 2.1579], [-0.5925, -1.3638, 1.9590], [1.6489, -1.2885, -0.0764], [0.3242, -2.3831, -0.0011], [-0.2372, -0.2955, -3.0010], [1.2181, -1.0967, -2.4138], [-2.0799, -2.4308, 2.2482]], "forces_ev_per_angstrom": [[0.081, 0.580, 0.841], [-0.228, -0.478, -1.106], [0.007, -0.144, 0.131], [0.508, 0.043, -0.073], [-0.411, -0.010, -0.293], [-0.733, -0.503, 0.021], [0.715, 0.117, 0.275], [-1.035, 0.101, -0.562], [0.208, 0.000, 1.004], [0.574, 0.089, -0.519], [0.392, 0.221, -0.876], [0.358, -0.135, 2.641], [-0.324, -0.162, -0.441], [-0.260, 0.171, 0.118], [-0.342, 0.048, -0.019], [0.331, -0.029, 0.003], [-0.071, -0.149, -0.297], [0.232, 0.278, 0.306], [0.269, 0.159, 0.018], [-0.045, -0.329, 0.391], [0.840, 1.079, 0.176], [0.281, 0.296, -0.157], [0.247, -0.391, 0.122], [-0.282, 0.107, -0.201], [0.220, -0.250, 0.129], [-1.531, -0.710, -1.635]], "lowdin_charge": [0.06, -0.01, -0.13, -0.10, -0.14, -0.13, -0.11, 0.04, 0.17, 0.42, 0.72, -0.39, -0.05, 0.00, 0.16, 0.14, 0.15, 0.20, 0.17, 0.17, -0.03, 0.16, 0.14, 0.18, 0.17, 2.05]}